No. 1
DFT (the ωB97M-V functional and the def2-TZVPD basis) results for a structure of composition C24H32AuN6O2S2.

Positions of all 67 atoms, in Å:
H1 -5.3598 -5.6409 -2.4993
H2 5.3856 4.4278 -0.6718
C1 4.3907 3.9948 -0.6295
C2 -3.2626 -1.4614 2.4340
C3 -2.3675 -4.0816 -2.7944
H3 0.8302 -0.8448 2.3474
C4 -4.9364 -3.6512 -1.8221
H4 7.4208 2.0403 -2.1636
O1 1.0569 1.7314 -1.1881
N1 -2.1722 -0.4638 2.4497
H5 -4.2164 -0.5178 -1.8538
H6 0.1127 -3.9211 6.1545
C5 1.5871 -2.5185 3.4464
H7 2.4685 -2.6204 2.8276
N2 6.6630 2.5384 -1.7269
H8 -2.2228 -0.2931 4.5237
H9 -1.3704 -4.2499 -3.1791
C6 0.2684 -3.2494 5.3214
H10 -0.9875 0.6999 3.7506
H11 1.6973 4.3204 -0.4497
H12 -1.9303 -2.0968 -2.1140
H13 -1.5448 -2.1661 5.6775
C7 -3.3402 -2.0913 1.0708
N3 -0.2529 3.8578 -2.2141
H14 -0.8024 3.7095 -3.0592
H15 1.5955 5.6556 -1.5769
H16 4.4463 0.2349 -1.8025
N4 4.4993 2.5547 -0.8626
C8 -2.8084 0.0715 0.1973
C9 -1.4586 -0.2836 3.7465
H17 6.0846 0.1630 -2.3055
C10 -4.6139 -4.8616 -2.4233
H18 3.6732 2.0000 -0.7077
N5 5.3665 0.6438 -1.7898
S1 -2.9428 1.3982 -0.8948
C11 1.4028 -3.3646 4.5358
H19 3.7734 5.7643 -1.6142
N6 -3.4790 -1.0204 0.0525
H20 2.1575 -4.0989 4.7828
H21 -3.0426 -2.2181 3.1852
H22 -2.4465 -2.6743 0.8441
H23 3.7798 4.3574 -2.6524
H24 1.4610 4.0041 -3.4939
C12 1.6238 2.3214 -2.2394
H25 -0.4865 4.7961 -1.8894
Au1 -0.8592 2.4799 -0.6823
C13 0.6569 -1.5310 3.1717
S2 -0.7716 1.5022 1.3707
C14 -1.9527 0.2493 1.4021
C15 1.9700 4.6355 -1.4633
C16 3.5035 4.7091 -1.6553
C17 -2.6847 -2.8757 -2.1917
H26 -4.1907 -0.9550 2.7094
C18 -0.4718 -1.3959 3.9771
C19 -3.9757 -2.6542 -1.7193
H27 -5.9398 -3.4845 -1.4458
H28 6.8228 3.5050 -1.5112
C20 -4.3396 -1.3212 -1.1287
H29 -4.2024 -2.7497 0.9951
O2 2.4694 1.7763 -2.9032
H30 -5.3777 -1.3006 -0.7930
C21 5.5079 1.9302 -1.4696
H31 4.0336 4.1603 0.3870
H32 -3.1031 -5.9919 -3.4339
C22 -0.6706 -2.2650 5.0433
C23 1.2139 3.7486 -2.4648
C24 -3.3388 -5.0676 -2.9240

As for the total charge: +3. The strongest force on any atom is 1.68 eV Å⁻¹. As for the orbital gap: 4.74 eV. The electronic energy is -63781.5366 eV.

---

No. 2
DFT (the ωB97M-V functional and the def2-TZVPD basis) results for the molecule C3H6N2O2.

Positions of all 13 atoms, in Å:
H1 0.3353 2.1549 -0.0057
N1 0.6730 1.5055 0.6878
H2 0.6347 1.8477 1.6349
H3 1.7322 -0.2735 -0.9131
C1 -0.1002 -0.6816 -1.7428
N2 0.7462 -0.3712 -0.7129
O1 0.3807 -0.5928 1.6957
C2 -0.9041 -0.5606 1.0533
H4 0.4440 -0.9978 -2.6499
O2 -1.3123 -0.6386 -1.6997
H5 -1.7225 -0.0536 1.5580
C3 0.2530 0.1635 0.5213
H6 -1.1601 -1.5020 0.5732

The SMILES is N[C@]1(NC=O)CO1. The value obtained for the energy above the lowest of the compared OMol25 structures with the same formula, charge and spin is 52.8 kcal per mole. As for the total charge: 0. The strongest force on any atom is 0.47 eV Å⁻¹. As for the orbital gap: 10.45 eV. The electronic energy is -10282.5074 eV.

---

No. 3
DFT (the ωB97M-V functional and the def2-TZVPD basis) results for a structure of composition C32H41NO4P3RhS2.

Positions of all 84 atoms, in Å:
C1 1.2561 -2.4214 3.8878
O1 -1.2541 3.3163 2.6321
H1 1.0463 -0.5097 -6.8492
C2 0.5448 -1.5757 -3.6804
C3 -1.1231 -2.6118 4.1501
H2 1.6459 -2.7117 -0.4202
C4 -0.7851 -6.1052 0.0747
P1 1.3949 -0.4803 -1.2009
H3 0.8813 6.0416 4.0718
C5 1.7498 5.3387 2.2327
P2 -0.5615 -2.0077 0.2017
H4 -2.2695 -2.4601 2.3427
H5 5.8728 1.5316 -1.0521
C6 -2.0361 5.5498 3.2880
H6 -3.1911 3.8079 2.8028
O2 -1.4720 0.7308 -2.3533
P3 0.1160 3.2563 1.8077
O3 0.5576 4.8248 1.6600
H7 0.2755 -2.7163 5.7653
H8 1.8453 6.3464 1.8203
C7 -2.7115 0.0688 -2.2107
H9 -3.1847 -3.1218 -0.3170
H10 -0.1169 -6.9464 0.1966
H11 -2.1699 2.6402 -2.8331
C8 1.6905 0.5461 -3.7148
C9 3.9411 0.6196 -1.0287
H12 -1.7997 5.2781 4.3146
S1 0.2434 0.6770 2.2421
H13 -0.5026 2.2446 -3.2851
H14 -2.4706 -0.9811 -2.0090
H15 -1.8488 1.5380 -4.2115
H16 -2.3773 4.5588 1.3988
C10 3.8661 -1.6969 -1.6876
H17 0.7649 -4.6560 0.2678
C11 -3.5332 0.6129 -1.0364
C12 -2.5146 -3.9643 -0.2141
H18 1.4726 4.3713 4.1221
H19 -4.0671 -5.4328 -0.3407
C13 5.3118 0.6242 -1.2138
C14 -2.1439 -6.3302 -0.0828
H20 -2.5309 -7.3389 -0.0799
C15 -1.1555 -3.7321 -0.0479
H21 0.1120 -2.3967 -3.1238
N1 0.9320 -2.0281 -0.6527
H22 2.6077 4.7392 1.9131
H23 2.6144 5.7281 4.1667
H24 2.0781 1.3783 -5.6439
H25 2.1444 1.3691 -3.1789
C16 1.0622 -0.5028 -5.7699
H26 2.2416 -2.3966 4.3263
C17 1.6464 0.5569 -5.0933
H27 5.7459 -2.5861 -2.1725
C18 0.5016 -1.5553 -5.0650
Rh1 -0.3945 0.6068 -0.0092
H28 3.3030 -2.5888 -1.9292
H29 -3.2927 0.1320 -3.1376
C19 -0.1695 -2.2743 1.9675
H30 -4.5259 0.1420 -1.0326
C20 -1.2815 -2.4571 2.7872
C21 1.1035 -2.2561 2.5221
C22 1.6760 5.3748 3.7480
C23 -3.5382 0.6824 1.3348
H31 -2.9400 6.1542 3.2768
C24 5.9613 -0.5295 -1.6175
H32 1.9690 -2.0775 1.8983
C25 3.2158 -0.5431 -1.2596
H33 -1.9872 -2.7359 4.7864
H34 -4.4710 0.1153 1.4255
H35 -2.8825 0.4543 2.1751
H36 -1.2175 6.1283 2.8713
H37 7.0297 -0.5230 -1.7726
S2 -0.5543 3.0127 -0.1674
C26 1.1605 -0.5302 -3.0078
C27 5.2380 -1.6891 -1.8481
C28 0.1496 -2.5985 4.7003
H38 3.4251 1.5181 -0.7190
H39 0.0428 -2.3758 -5.5964
C29 -2.2769 4.3006 2.4603
H40 -3.7682 1.7524 1.3244
C30 -0.2920 -4.8136 0.1031
O4 -2.8469 0.2908 0.1625
C31 -3.0075 -5.2587 -0.2278
H41 -3.6568 1.7033 -1.1180
C32 -1.5147 1.8535 -3.2172

The value obtained for the energy above the lowest of the compared OMol25 structures with the same formula, charge and spin is 89.4 kcal per mole. As for the total charge: +1. The expectation value of S² is 0.770. The multiplicity is 2. The strongest force on any atom is 3.09 eV Å⁻¹. As for the orbital gap (alpha / beta): 5.20 / 6.36 eV. The electronic energy is -96069.3652 eV.

---

No. 4
DFT (the ωB97M-V functional and the def2-TZVPD basis) results for the molecule C7H6.

Positions of all 13 atoms, in Å:
C1 -0.4102 -1.3464 -1.1561
H1 -2.2974 -1.3832 -0.0135
C2 1.5708 0.2735 0.3906
H2 -2.0367 1.0921 0.3204
H3 3.1659 1.8701 1.0305
C3 0.9185 2.0008 0.4117
C4 -1.1497 -1.0750 0.0624
C5 0.1162 0.9088 0.4119
H4 0.3619 -2.0682 -1.2129
C6 2.1450 1.4772 0.7276
H5 -0.5882 -0.6655 -2.1396
C7 -1.0826 0.4358 0.2680
H6 -0.7135 -1.5199 0.8989

The value obtained for the energy above the lowest of the compared OMol25 structures with the same formula, charge and spin is 154.1 kcal per mole. As for the total charge: 0. The strongest force on any atom is 3.83 eV Å⁻¹. As for the orbital gap (alpha / beta): 8.01 / 7.44 eV. The electronic energy is -7346.8171 eV.

---

No. 5
DFT (the ωB97M-V functional and the def2-TZVPD basis) results for the ion C5H6NO2S with charge -1.

Positions of all 15 atoms, in Å:
H1 -0.0970 -0.4952 1.7260
C1 0.3620 1.0059 0.0839
H2 -0.0462 -1.0976 -0.0613
O1 -0.9926 2.4933 1.5534
O2 0.1116 4.6453 1.1304
H3 2.7481 -0.1312 0.0941
H4 1.8906 1.7296 -1.1535
S1 2.0272 -1.9326 -1.4733
H5 -1.3400 0.0442 0.6363
H6 1.0508 0.4428 -2.1251
C2 -0.0981 2.1607 0.4863
C3 -0.1579 3.4664 0.9430
C4 1.3895 0.7270 -1.0500
N1 2.3513 -0.2985 -0.8518
C5 -0.3050 -0.2027 0.6784

The value obtained for the energy above the lowest of the compared OMol25 structures with the same formula, charge and spin is 22.8 kcal per mole. As for the total charge: -1. The expectation value of S² is 2.012. The multiplicity is 3. The strongest force on any atom is 5.39 eV Å⁻¹. As for the orbital gap (alpha / beta): 3.60 / 6.04 eV. The electronic energy is -21698.3140 eV.